*w*
9
Properties=species:S:1:pos:R:3:lowdin_charge:R:1 method="wB97M-V/def2-TZVPD" mol_weight_g_mol=85.07 charge=0
O 3.152 0.753 0.097 0.06
N 2.171 0.122 0.284 0.02
N -0.207 -0.079 0.643 0.07
N 0.138 1.658 -0.210 0.30
C -1.293 -0.650 -0.101 -0.14
C 0.809 0.660 0.087 -0.56
H -1.283 -1.724 0.112 0.09
H -2.249 -0.266 0.268 0.08
H -1.236 -0.474 -1.180 0.08


*x*
9
Properties=species:S:1:pos:R:3:lowdin_charge:R:1 method="wB97M-V/def2-TZVPD" mol_weight_g_mol=85.07 charge=0
O -0.948 -0.282 2.099 -0.04
N 0.146 -1.354 -0.793 -0.03
N -0.373 -1.018 1.318 -0.05
N 0.154 -2.210 -1.529 0.27
C 0.036 -0.412 0.120 -0.35
C 0.207 1.037 -0.234 -0.03
H -0.689 1.617 0.002 0.08
H 0.421 1.149 -1.301 0.08
H 1.046 1.474 0.319 0.08


It comes down to *x*, which is 0.1069 hartree more stable than the next structure.


*w*
9
Properties=species:S:1:pos:R:3:lowdin_charge:R:1 method="wB97M-V/def2-TZVPD" mol_weight_g_mol=85.07 charge=0
O -1.965 -0.192 -0.532 0.06
N 1.739 -0.281 0.601 0.08
N 1.373 0.657 -0.179 -0.07
N -0.278 -1.056 0.911 0.21
C 0.125 0.888 -0.309 -0.08
C -0.763 -0.239 0.100 -0.54
H -2.530 -0.928 -0.252 0.12
H -0.251 1.880 -0.493 0.11
H 2.570 -0.747 0.182 0.10


*x*
9
Properties=species:S:1:pos:R:3:lowdin_charge:R:1 method="wB97M-V/def2-TZVPD" mol_weight_g_mol=85.07 charge=0 smiles="C=NN=O.C#N"
O -2.354 -1.167 0.233 -0.09
N 1.148 -1.935 -0.307 0.05
N -1.020 0.546 -0.107 0.01
N -2.058 -0.030 -0.147 -0.11
C 0.190 -2.407 0.168 -0.10
C -0.485 1.641 -0.419 0.04
H 0.013 1.786 -1.319 0.05
H -0.685 -2.925 0.509 0.04
H -0.394 2.576 0.246 0.11


It comes down to *w*, which is 0.0430 hartree more stable than the next structure.


*w*
9
Properties=species:S:1:pos:R:3:lowdin_charge:R:1 method="wB97M-V/def2-TZVPD" mol_weight_g_mol=85.07 charge=0
O 2.370 -0.240 0.104 0.07
N 0.020 -0.918 -0.067 0.10
N 1.410 1.116 0.342 0.29
N -1.518 0.817 0.223 0.09
C -1.281 -0.414 0.008 -0.32
C 0.909 -0.042 0.120 -0.53
H 2.662 -0.179 -0.824 0.14
H -2.041 -1.188 -0.140 0.11
H -2.521 0.992 0.243 0.04


*x*
9
Properties=species:S:1:pos:R:3:lowdin_charge:R:1 method="wB97M-V/def2-TZVPD" mol_weight_g_mol=85.07 charge=0
O -1.107 1.191 1.291 0.08
N -0.964 -0.197 -0.474 0.12
N 1.160 -0.553 -0.144 0.00
N 0.693 -0.246 1.104 0.11
C -0.543 0.087 0.785 -0.51
C 0.177 -0.458 -1.053 -0.18
H -1.945 1.310 0.828 0.11
H 2.149 -0.640 -0.296 0.15
H 0.326 -0.397 -2.118 0.12


It comes down to *x*, which is 0.1145 hartree more stable than the next structure.


*w*
9
Properties=species:S:1:pos:R:3:lowdin_charge:R:1 method="wB97M-V/def2-TZVPD" mol_weight_g_mol=85.07 charge=0 smiles="[H]/N=C1/NO1.C#N"
O -1.775 1.329 0.029 0.08
N 0.670 -2.519 0.598 0.05
N 0.651 1.245 -0.361 0.16
N -1.437 -0.136 -0.336 0.19
C 1.303 -1.649 0.177 -0.10
C -0.548 0.917 -0.240 -0.59
H 0.785 2.243 -0.217 0.07
H -1.470 -0.639 0.558 0.10
H 1.823 -0.791 -0.206 0.03


*x*
9
Properties=species:S:1:pos:R:3:lowdin_charge:R:1 method="wB97M-V/def2-TZVPD" mol_weight_g_mol=85.07 charge=0
O -0.832 -0.921 0.995 -0.05
N 2.719 -0.370 0.120 0.24
N 1.727 0.184 0.047 -0.10
N -0.852 -1.199 -0.455 0.08
C 0.605 0.825 -0.037 -0.10
C -0.681 0.119 0.078 -0.41
H -1.846 -1.337 -0.664 0.10
H -1.525 0.802 0.017 0.14
H 0.685 1.898 -0.103 0.11


It comes down to *w*, which is 0.0251 hartree more stable than the next structure.


*w*
64
Properties=species:S:1:pos:R:3:lowdin_charge:R:1 method="wB97M-V/def2-TZVPD" mol_weight_g_mol=410.47 charge=+1
P -0.445 -0.925 0.456 1.01
O 3.284 0.388 2.149 0.02
O 1.640 -6.392 -0.322 0.01
O -1.923 3.157 2.869 -0.06
O 2.835 2.605 1.894 -0.09
O -3.706 4.057 -2.513 0.01
O 0.257 -5.439 1.121 0.07
O -2.305 2.344 -2.500 0.06
N -0.123 0.527 1.465 -0.24
C -4.207 5.972 -3.928 -0.06
C -1.796 -3.251 1.650 -0.16
C 2.540 -5.411 1.740 0.02
C -3.988 5.467 -2.517 -0.23
C -2.125 2.130 1.845 -0.27
C 3.685 1.491 1.683 -0.22
C 1.396 -5.720 0.814 -0.51
C -1.375 4.406 -3.193 0.02
C -2.484 3.530 -2.683 -0.53
C 2.340 3.156 0.651 -0.17
C 0.070 1.866 0.829 -0.27
C -0.464 -2.362 1.730 -0.37
C 2.950 -6.608 -0.870 -0.23
C 3.596 -7.836 -0.264 -0.06
C 1.329 2.141 -0.119 -0.09
C -1.455 0.691 2.203 -0.11
C -1.384 2.450 0.419 -0.04
C 0.999 -1.348 -0.688 -0.28
H -4.480 7.030 -3.920 0.09
H -1.505 0.350 3.290 0.16
H 2.631 -6.209 2.477 0.10
H -1.467 5.449 -2.898 0.07
H 1.009 -0.537 -1.511 0.05
H 3.242 3.311 -0.054 0.14
H -3.251 2.162 1.682 0.16
H 4.566 -8.030 -0.727 0.09
H -3.213 6.025 -1.986 0.11
H -1.929 1.959 -0.472 0.11
H -2.674 -2.563 1.413 0.06
H -1.151 3.568 0.285 0.14
H 0.307 2.534 1.746 0.16
H -2.170 -0.018 1.631 0.09
H -3.313 5.851 -4.542 0.07
H -5.005 5.407 -4.416 0.09
H 3.570 -5.714 -0.771 0.11
H 2.958 -8.712 -0.405 0.09
H 0.518 0.273 2.237 0.15
H -0.315 -1.966 2.807 0.09
H 1.993 -1.190 -0.114 0.05
H 1.789 4.145 0.781 0.14
H 2.810 -6.768 -1.941 0.13
H 2.324 -4.471 2.254 0.08
H 1.955 1.224 -0.374 0.09
H -1.713 -4.148 0.942 0.07
H -0.432 4.050 -2.771 0.08
H 0.417 -3.067 1.485 0.06
H 3.491 -5.268 1.231 0.07
H -1.330 4.332 -4.280 0.10
H -1.990 -3.709 2.693 0.09
H -2.260 4.018 2.539 0.11
H 0.982 2.597 -1.109 0.12
H 0.968 -2.395 -1.131 0.07
H -4.908 5.596 -1.943 0.13
H 4.691 1.525 1.140 0.17
H 3.744 -7.724 0.812 0.07


*x*
64
Properties=species:S:1:pos:R:3:lowdin_charge:R:1 method="wB97M-V/def2-TZVPD" mol_weight_g_mol=410.47 charge=+1
P -5.569 3.918 -0.576 1.04
O 6.045 -8.278 0.542 0.07
O 3.289 -3.958 0.419 0.06
O 4.620 -3.173 -1.268 0.12
O 3.843 1.446 0.778 -0.26
O 4.951 -8.039 2.537 0.13
O 5.097 -2.711 0.920 0.04
O 4.285 -6.879 0.680 0.04
N -5.226 -0.036 -1.978 -0.05
C -0.163 4.462 -0.524 -0.21
C -6.557 0.156 -1.233 -0.29
C 4.893 -6.657 -0.578 -0.14
C 1.018 3.482 -1.150 -0.20
C -6.845 2.888 0.476 -0.31
C 3.464 -4.026 1.822 -0.13
C 4.352 -2.860 2.114 -0.14
C -2.793 4.672 -0.441 -0.26
C -1.540 3.651 -0.122 -0.21
C 4.965 0.619 0.237 -0.11
C 2.979 1.846 -0.354 -0.23
C -5.961 1.598 1.053 -0.25
C 5.082 -7.756 1.357 -0.51
C -6.395 0.159 0.399 -0.20
C 4.358 -3.272 -0.081 -0.54
C 2.355 3.371 -0.174 -0.17
C 5.725 -7.883 -0.778 -0.13
C -4.106 4.450 0.538 -0.33
H 5.385 0.015 1.165 0.10
H 4.137 -6.535 -1.358 0.15
H -5.064 2.960 -1.567 0.03
H -7.206 -0.809 -1.501 0.14
H 2.502 -3.956 2.336 0.14
H 5.498 -5.746 -0.523 0.13
H -7.356 -0.273 0.910 0.12
H 3.934 -4.983 2.073 0.12
H 4.558 -0.187 -0.530 0.10
H -7.258 3.570 1.358 0.11
H -4.631 0.834 -1.897 0.04
H -6.036 1.532 2.234 0.13
H -6.188 4.990 -1.315 0.03
H 5.168 -8.691 -1.264 0.14
H -1.495 3.381 1.033 0.12
H 1.386 4.020 -2.143 0.12
H -5.506 -0.600 0.644 0.14
H 5.014 -3.044 2.964 0.14
H 3.787 -1.940 2.296 0.13
H -1.693 2.647 -0.741 0.12
H 0.226 5.104 0.392 0.13
H 0.629 2.427 -1.474 0.10
H 6.632 -7.681 -1.354 0.14
H -4.406 5.400 1.159 0.11
H -2.434 5.779 -0.293 0.12
H -5.494 -0.056 -3.004 0.08
H 2.136 3.642 0.950 0.12
H 2.075 1.104 -0.410 0.12
H -3.788 3.627 1.341 0.11
H 3.202 4.115 -0.552 0.12
H 3.644 1.829 -1.331 0.14
H -0.473 5.247 -1.364 0.11
H -7.758 2.517 -0.154 0.09
H 5.792 1.255 -0.296 0.11
H -3.127 4.495 -1.557 0.10
H -4.800 1.752 0.827 0.09
H -7.163 1.068 -1.670 0.10


It comes down to *w*, which is 0.1333 hartree more stable than the next structure.


*w*
20
Properties=species:S:1:pos:R:3:lowdin_charge:R:1 method="wB97M-V/def2-TZVPD" mol_weight_g_mol=116.14 charge=0 smiles=CC(C)P1C[C@H]1C
P 0.713 0.690 0.353 1.01
C -0.677 1.583 -0.482 -0.37
C 0.793 -2.057 1.125 -0.19
C 0.280 0.819 -1.435 -0.58
C -1.292 -0.881 1.998 -0.13
C 1.145 1.713 -2.276 -0.16
C -0.272 -1.075 0.932 -0.55
H -2.121 -1.300 1.604 0.03
H -0.985 -1.485 2.874 0.09
H 1.796 -1.901 0.518 0.10
H -0.735 2.650 -0.618 0.05
H 0.688 2.828 -2.330 0.12
H 1.136 -2.165 2.170 0.08
H -1.671 1.248 -0.240 0.05
H 1.306 1.297 -3.254 0.06
H -0.787 -1.107 -0.099 0.10
H 0.367 -2.983 0.823 0.06
H -1.446 0.171 2.268 0.08
H 2.092 1.860 -1.870 0.02
H -0.331 0.096 -2.061 0.12


*x*
20
Properties=species:S:1:pos:R:3:lowdin_charge:R:1 method="wB97M-V/def2-TZVPD" mol_weight_g_mol=116.14 charge=0 smiles="C=P(C)=CC(C)C"
P -1.376 0.401 0.325 0.93
C -2.016 -1.343 -0.444 -0.18
C 1.797 -1.056 0.287 -0.10
C 1.779 0.936 -1.189 -0.12
C 1.497 0.508 0.220 -0.50
C -2.804 0.965 0.997 -0.26
C 0.148 1.113 0.916 -0.27
H 0.779 1.239 -1.652 0.09
H 2.275 0.963 0.839 0.10
H -2.555 1.822 1.581 -0.02
H -2.107 -1.999 0.369 0.00
H 0.911 -1.631 -0.149 0.07
H 2.408 1.752 -1.288 0.04
H -2.998 -1.060 -0.764 0.01
H 0.185 2.052 0.505 -0.02
H -1.322 -1.625 -1.265 0.03
H -3.777 0.781 0.659 -0.03
H 2.182 0.031 -1.726 0.08
H 2.012 -1.367 1.317 0.07
H 2.621 -1.339 -0.422 0.07


It comes down to *w*, which is 0.0776 hartree more stable than the next structure.